Record 1
Entry from OMol25: a cluster of 2 separate species, C7H13ClPS in total at a distorted geometry (ωB97M-V/def2-TZVPD).

Each line ends with the Löwdin charge.
Geometry (Å):
C: -0.64 -2.62 1.06  -0.118
C: 0.51 -2.69 0.12  -0.188
C: 1.04 1.96 -1.94  -0.134
C: 1.82 1.80 -0.66  -0.142
C: 0.24 -1.42 0.75  -0.495
C: 1.01 0.61 -1.17  -0.430
C: -1.80 1.75 2.22  0.171
P: -0.44 0.04 -0.18  0.768
S: -1.60 -0.95 -1.53  0.273
Cl: -2.57 0.59 -2.38  0.155
H: -1.53 -2.52 0.63  0.014
H: -0.45 -3.03 2.10  0.147
H: 1.43 -3.23 0.32  0.120
H: 0.25 -2.82 -0.98  0.110
H: 0.27 2.75 -1.91  0.111
H: 1.46 1.94 -2.96  0.118
H: 2.91 1.58 -0.69  0.129
H: 1.44 2.44 0.08  0.077
H: 0.80 -1.04 1.62  0.121
H: 1.49 -0.30 -1.51  0.113
H: -1.82 0.93 3.10  0.085
H: -2.79 1.75 1.75  0.009
H: -1.02 2.47 2.17  -0.013

Output
Frontier orbital gap (alpha / beta) = 8.3193 / 5.7960 eV
Charge = +1
HOMO energy (alpha / beta) = -13.177 / -12.844 eV
LUMO level (alpha / beta) = -4.857 / -7.048 eV
ΔE to the lowest compared entry with this formula, charge and spin = 0.0 kcal/mol
Energy = -40104.0608 eV

Record 2
Entry from OMol25: a structure of composition C7H13CuF3IO5P at a distorted geometry (ωB97M-V/def2-TZVPD).

Each line ends with the Löwdin charge.
Geometry (Å):
C: -1.48 3.60 0.48  -0.196
C: -0.72 3.46 -0.97  -0.643
I: 1.45 3.10 -0.57  0.744
C: -1.22 2.16 -1.85  -0.315
O: -1.79 1.06 -1.05  -0.286
P: -1.73 -0.40 -1.98  0.767
O: -1.93 -0.07 -3.53  -0.326
O: -3.10 -1.41 -1.47  -0.178
O: -0.31 -1.38 -1.73  -0.249
C: 0.80 -0.62 -1.12  -0.214
C: 1.87 -1.72 -0.44  -0.113
O: 2.13 -1.26 0.95  -0.194
C: 2.17 -2.40 1.89  -0.071
C: 0.68 -2.75 2.56  -0.138
F: 0.46 -4.23 2.49  0.045
F: -0.37 -1.99 1.82  0.045
F: 0.69 -2.27 3.98  -0.052
H: -2.55 4.09 0.31  0.099
H: -1.56 2.60 1.08  0.078
H: -0.88 4.38 1.15  0.079
H: -0.88 4.48 -1.56  0.117
H: -2.02 2.50 -2.63  0.147
H: -0.31 1.68 -2.45  0.093
H: -2.72 -2.13 -0.86  0.091
H: 0.49 0.09 -0.25  0.091
H: 1.40 0.02 -1.92  0.130
H: 2.87 -1.61 -1.04  0.144
H: 1.49 -2.83 -0.52  0.149
H: 2.84 -2.06 2.82  0.144
H: 2.67 -3.35 1.41  0.170
Cu: 1.58 -0.74 5.00  0.844

Output
Frontier orbital gap = 5.0306 eV
Charge = +1
HOMO energy = -11.792 eV
LUMO level = -6.761 eV
Energy = -87876.3970 eV